Computed, not measured: a 2-piece molecular cluster, C5H9O3 overall, with ωB97M-V/def2-TZVPD.

## Properties
HOMO level (eV): -4.606
M (g/mol): 117.1
HOMO-LUMO gap (Eh): 0.3068
Relative energy (zero: lowest compared OMol25 entry of this formula, charge and spin) (kJ/mol): 66.2
Max |F| (eV/Å): 2.3
Charge: -1

Last column: Mulliken charge in e.
Element x y z (Å)
O 0.573 -2.277 0.212  -0.768
C -0.308 -1.394 0.287  0.611
O -1.040 -1.198 1.317  -0.858
C -0.426 -0.325 -0.843  -0.515
C -0.732 1.049 -0.227  -0.464
C 0.038 2.168 -0.957  -0.141
C 1.330 2.071 -1.241  -0.747
H -1.152 -0.675 -1.557  0.285
H 0.596 -0.346 -1.240  0.181
H -0.641 0.965 0.866  0.360
H -1.808 1.175 -0.444  0.183
H -0.547 2.985 -1.371  0.277
H 2.059 1.345 -0.931  0.342
H 1.738 2.891 -1.834  0.236
H 0.536 -3.345 2.279  0.323
H -0.331 -2.157 2.626  0.419
O 0.115 -2.930 3.058  -0.726

***

Computed, not measured: C5H9O3Pt as an isolated structure, with ωB97M-V/def2-TZVPD.

## Properties
HOMO level (spin up / spin down) (eV): -12.379 / -13.015
M (g/mol): 312.2
HOMO-LUMO gap (spin up / spin down) (Eh): 0.2733 / 0.2899
Relative energy (zero: lowest compared OMol25 entry of this formula, charge and spin) (kJ/mol): 196.4
Max |F| (eV/Å): 16.2
Charge: +1
Multiplicity: 3
⟨S²⟩: 2.0047

Last column: Mulliken spin population.
Element x y z (Å)
O -0.851 2.038 0.816  0.049
C -1.767 1.582 0.115  0.024
C -1.773 0.150 -0.236  0.000
O -0.911 -0.461 0.725  0.064
C -1.006 -1.835 0.885  0.011
C 0.061 -2.619 0.829  0.002
Pt 0.570 0.656 1.022  1.455
H -2.692 2.153 -0.056  0.005
H -1.132 -0.006 -1.308  0.004
H -2.035 -2.184 0.788  0.000
H 0.986 -2.267 0.370  0.003
H -0.060 -3.683 1.024  0.001
O 1.550 0.455 -0.246  0.331
C 2.928 0.364 -0.429  0.011
H 3.170 0.452 -1.504  0.008
H 3.486 1.169 0.083  0.012
H 3.325 -0.597 -0.052  0.015
H -2.796 -0.247 -0.142  0.004

***

Calculated total energy in Eh, matching the order above: -421.68203; -540.34526